11
Properties=species:S:1:pos:R:3:forces:R:3:mulliken_charge:R:1 method="wB97M-V/def2-TZVPD" homo_energy_ev=-9.376 smiles=CSc1ncno1 energy_ev=-19035.471 lumo_energy_ha=0.0183 de_lowest_ev=3.578 gap_ev=9.9
C 0.25027 -2.32073 -0.34329 -0.72 -2.27 -2.52 -0.75
S -0.75405 -0.98964 -1.18644 1.55 0.85 1.42 -0.05
C -0.15832 0.35608 -0.16184 -1.77 -0.04 0.35 0.55
N -0.73226 1.52754 0.02203 2.91 -0.05 0.55 -0.50
C 0.18518 2.07424 0.96505 -0.02 -4.38 0.00 -0.08
N 1.09673 1.21942 1.51352 -2.90 1.91 -3.22 -0.32
O 0.83794 0.09688 0.65640 1.00 -0.34 0.69 -0.17
H -0.55760 -2.81672 0.46301 3.01 1.12 -2.04 0.27
H 1.35152 -1.99611 -0.05820 -2.79 -0.77 -0.27 0.31
H 0.37131 -3.04056 -1.44715 -0.32 1.56 3.87 0.28
H -0.01806 3.02628 1.26584 0.05 2.41 1.17 0.47